(1)
C26H49Li3N11O17 as an isolated structure in a non-equilibrium geometry, computed with wB97M-V/def2-TZVPD.

```
106
Properties=species:S:1:pos:R:3:forces:R:3
Li 9.36161 5.15016 -19.41738 -0.052 1.251 0.531
Li 9.45874 5.38807 -15.98934 -0.131 -0.084 -1.195
Li 6.81028 -1.62134 -17.49560 0.906 1.054 0.116
C 7.21323 8.33938 -18.22644 1.087 -0.642 0.053
C 6.82633 9.44328 -19.02582 -1.287 -0.234 -0.131
C 7.46906 9.61767 -20.40615 1.359 2.051 -1.104
O 7.15496 10.58882 -21.10828 -0.794 -0.439 0.416
C 8.58240 8.82935 -20.80026 0.232 -1.203 1.558
C 9.02533 7.81113 -19.96058 -1.225 -0.783 -0.812
C 8.26229 7.52172 -18.60613 0.233 1.242 -0.305
O 8.72944 6.54846 -17.93302 0.234 -0.828 0.561
O 9.87814 6.92768 -20.30993 0.157 -0.621 0.480
O 5.91949 10.19940 -18.69581 0.097 0.335 0.006
H 6.75228 8.22940 -17.25146 -0.072 -0.107 -0.032
H 9.10754 9.02730 -21.72205 -0.128 0.043 -0.127
C 8.40777 2.10872 -18.16450 0.756 0.395 -0.390
C 7.98879 0.88045 -17.72017 -0.447 0.374 -1.297
C 8.39740 0.42594 -16.34446 0.909 -0.135 1.538
O 8.27778 -0.76564 -15.99273 -1.418 -0.965 -1.190
C 8.98422 1.32689 -15.43095 0.195 1.065 -1.044
C 9.29305 2.63492 -15.86116 0.256 -0.700 0.035
C 9.13026 2.99624 -17.36496 -1.162 0.422 1.470
O 9.43484 4.16121 -17.66775 0.672 -0.773 -0.211
O 9.76896 3.54701 -15.14251 -0.250 0.500 0.213
O 7.30312 0.12871 -18.49461 -0.295 -1.188 1.118
H 8.26841 2.45717 -19.17822 -0.398 -0.309 -0.094
H 9.30112 0.93991 -14.47026 -0.074 0.154 0.101
C 10.74449 0.28706 -20.30150 0.959 0.358 0.895
O 11.90144 -0.00913 -20.04289 -0.155 -0.319 -0.459
N 10.45379 1.56199 -20.70408 -0.656 -0.421 -0.006
N 9.69051 -0.57854 -20.09890 -0.487 0.311 -0.478
H 9.52131 1.80593 -20.97489 0.051 0.134 -0.084
H 11.15975 2.26559 -20.59261 0.058 -0.031 -0.085
H 8.86232 -0.30587 -19.58448 -0.006 0.042 -0.435
H 9.84667 -1.55637 -20.25656 0.280 -0.010 0.271
C 12.79530 2.92651 -13.17178 0.528 -0.448 -0.583
O 13.97332 2.81226 -12.85418 -0.646 0.404 0.391
N 12.31902 2.40673 -14.34694 0.111 -0.013 0.132
N 11.79714 3.48185 -12.40316 0.366 -0.397 -0.283
H 11.39706 2.64534 -14.68044 0.161 0.134 -0.057
H 13.00963 2.07661 -14.99884 -0.004 -0.076 0.030
H 10.87135 3.45140 -12.79346 -0.154 0.403 0.276
H 12.02512 3.93472 -11.53981 -0.088 0.026 0.026
C 3.87055 2.62683 -20.10976 0.062 -0.253 0.717
O 3.59535 1.53624 -20.59441 -0.157 -0.019 -0.196
N 5.13016 2.92820 -19.68124 -0.331 0.282 -0.350
N 2.93320 3.60369 -19.87443 0.718 -0.752 -0.506
H 5.27426 3.72522 -19.08848 0.430 -0.048 -0.016
H 5.83130 2.22227 -19.79430 0.158 0.018 0.243
H 3.24228 4.41072 -19.36424 -0.585 0.149 0.113
H 2.00254 3.22884 -19.84325 -0.196 0.514 0.127
C 5.98383 -0.71621 -22.56634 -0.726 -0.232 -0.192
O 6.89093 -1.11127 -23.27658 -0.024 0.237 0.198
N 4.65167 -0.97217 -22.81006 0.799 0.326 0.695
N 6.14325 0.04302 -21.43454 0.949 0.376 0.340
H 4.02703 -0.51222 -22.16954 -0.596 -0.194 -0.461
H 4.39055 -1.58413 -23.55568 -0.165 0.021 0.000
H 7.04619 0.43309 -21.24095 0.288 -0.440 -0.125
H 5.47061 0.20467 -20.70457 -0.508 -0.110 -0.466
C 12.74673 -0.93112 -16.63134 -0.153 -0.330 0.428
O 13.69126 -1.16597 -17.36198 -0.491 0.015 0.045
N 11.47294 -0.53749 -17.02826 1.213 -0.393 -0.113
N 12.80775 -1.08284 -15.26186 -0.261 0.396 0.441
H 11.34944 -0.39321 -18.02007 0.028 0.279 0.088
H 10.89940 -0.11867 -16.32121 -0.341 0.086 -0.259
H 12.02891 -0.83211 -14.67524 -0.137 -0.122 -0.092
H 13.55303 -1.54331 -14.77830 0.378 0.008 -0.526
C 8.19476 -0.28584 -11.74917 0.883 0.208 -0.353
C 9.44797 -0.05540 -10.88932 -0.306 0.145 0.811
C 9.25426 -0.95591 -9.66478 -0.032 -0.632 0.799
C 10.46031 -1.18326 -8.75128 0.654 -0.162 -1.489
C 11.53802 -1.81888 -9.64413 -1.024 0.074 -0.367
C 11.86299 -0.89321 -10.82818 1.654 0.295 -0.904
N 10.66538 -0.50242 -11.58371 -1.765 -1.144 0.233
O 10.86437 0.25907 -12.76462 0.821 -0.014 1.005
C 12.70529 0.30006 -10.34489 -0.655 0.305 1.040
C 12.70968 -1.73944 -11.79110 0.373 -0.279 0.394
C 9.47785 1.42963 -10.45475 -0.032 -0.428 -0.832
H 8.12353 0.49583 -12.50653 -0.238 -0.040 0.035
H 7.32024 -0.28197 -11.10226 -0.127 0.087 -0.147
H 8.29300 -1.24095 -12.26203 -0.236 -0.085 0.102
H 8.41986 -0.59461 -9.05794 -0.075 0.220 -0.228
H 8.96763 -1.95922 -9.99934 -0.146 0.096 -0.215
H 10.20629 -1.88189 -7.95738 -0.027 0.387 0.351
H 10.87214 -0.22699 -8.42766 -0.241 -0.115 0.712
H 11.16229 -2.74317 -10.09652 -0.253 -0.017 0.195
H 12.42992 -2.12867 -9.09940 0.222 0.435 -0.083
H 13.04860 0.98537 -11.12020 0.288 -0.227 -0.073
H 12.13088 0.89481 -9.62778 -0.151 0.154 -0.269
H 13.51017 -0.04292 -9.69177 0.423 -0.121 -0.597
H 13.64563 -2.00779 -11.29304 -0.013 0.002 0.023
H 12.17591 -2.67036 -11.98801 0.023 0.049 -0.302
H 12.99065 -1.25131 -12.72043 -0.243 0.199 0.078
H 9.68137 2.03825 -11.33772 0.324 0.043 0.053
H 10.24658 1.58133 -9.70421 -0.217 0.376 0.177
H 8.48195 1.75869 -10.15654 0.088 -0.165 0.505
H 11.40710 1.00295 -12.45302 -0.056 0.245 -0.547
O 9.75500 -2.57508 -13.73659 -0.012 0.045 0.065
H 10.15399 -1.99309 -13.06864 -0.079 -0.040 0.008
H 9.17456 -1.99764 -14.24879 0.124 0.048 -0.141
O 7.98799 4.57994 -20.77030 0.291 -0.129 -0.247
H 8.22352 5.18099 -21.49501 -0.023 0.217 0.222
H 7.66170 3.78514 -21.20396 -0.141 0.066 0.026
O 6.29914 1.92202 -13.89086 -0.109 -0.100 -0.049
H 6.78739 2.47263 -13.27158 0.019 0.006 -0.031
H 6.98462 1.46308 -14.39858 -0.019 0.209 0.090
```
Positions in Å, forces in eV/Å.

Its total charge is -1. For the HOMO-LUMO gap, the calculation gives 4.27 eV. Its energy is -2924.55740 a.u.

(2)
A 6-piece molecular cluster, C26H49N5O4 overall in a non-equilibrium geometry, computed with wB97M-V/def2-TZVPD.

```
84
Properties=species:S:1:pos:R:3:forces:R:3
C -0.34362 -5.94669 1.84319 -1.968 0.121 -0.685
O -0.37182 -4.65816 2.44585 1.351 0.168 0.965
C -0.96778 -3.68794 1.62060 -1.944 -1.234 -0.101
C -1.58740 -2.57220 2.42365 1.193 1.537 -0.705
N -0.53417 -1.48195 2.59672 -0.737 -0.233 1.006
H -0.24780 -1.13916 1.66702 0.181 -0.266 -0.048
H -1.03087 -0.69930 3.01968 0.160 0.125 -0.114
C 0.63704 -1.80985 3.49954 -0.455 1.453 0.125
C 1.89239 -1.90341 2.69337 0.243 -0.333 -0.345
O 1.97554 -0.69969 1.97297 0.079 0.256 0.177
C 3.17094 -0.58253 1.20060 -0.355 -1.000 0.380
H 0.38595 -6.67175 2.18738 0.547 0.675 0.306
H -0.32179 -5.81784 0.75758 0.454 -0.308 -0.005
H -1.32906 -6.38109 2.06947 0.107 -0.251 -0.162
H -1.87248 -4.13528 1.17795 0.314 -0.081 -0.464
H -0.31581 -3.38085 0.80105 -0.100 0.361 0.070
H -2.00539 -2.82779 3.39387 0.364 -0.313 0.080
H -2.32949 -1.99800 1.86761 -0.185 -0.713 -0.457
H 0.39811 -2.63152 4.16535 0.006 -0.330 -0.380
H 0.71524 -0.90281 4.10506 0.245 -0.189 0.183
H 1.85581 -2.76969 2.02003 0.109 -0.033 -0.011
H 2.74947 -2.01078 3.36629 0.004 -0.131 0.028
H 3.11309 -1.28544 0.36255 0.005 0.368 -0.269
H 4.01684 -0.92373 1.80831 0.124 0.426 0.010
H 3.25579 0.45394 0.89899 0.100 -0.024 -0.156
C 0.22142 -0.54109 -0.82412 0.006 -0.112 -0.482
C -1.30786 -0.63167 -1.04275 -0.226 0.998 -0.055
O -1.90063 -1.60679 -0.50667 0.184 -0.473 0.744
O -1.83174 0.32859 -1.63522 0.365 -0.371 0.086
H 0.73396 -0.27918 -1.75196 -0.129 -0.023 -0.068
H 0.63188 -1.49570 -0.48140 0.074 0.087 0.215
H 0.43712 0.28479 -0.13911 0.009 -0.147 0.178
C 0.74236 4.38749 3.57760 0.023 -0.595 1.067
C 1.40617 4.25049 2.22698 0.071 0.641 -0.046
N 0.48562 4.34088 1.07506 1.001 -0.868 0.210
C -0.42534 3.18648 1.17118 -0.162 0.374 0.271
C -1.44519 3.03288 0.04310 -0.326 0.868 0.905
C 1.28636 4.12924 -0.13435 0.374 -0.278 -0.775
C 2.56008 4.97675 -0.35994 -0.284 -0.258 0.144
H 1.49976 4.40350 4.36933 0.159 0.031 -0.195
H 0.11744 3.53326 3.85051 -0.111 0.064 -0.173
H 0.15683 5.29147 3.74310 -0.051 0.067 -0.505
H 2.16839 5.03367 2.20487 -0.271 0.145 -0.416
H 2.00426 3.32776 2.14653 -0.219 -0.301 0.228
H 0.14087 2.24841 1.33323 0.309 0.040 -0.413
H -0.96552 3.29470 2.11448 -0.259 0.095 -0.177
H -1.13978 3.26872 -0.97063 0.472 -0.641 -0.017
H -1.84154 2.02647 0.14356 -0.248 0.030 -0.583
H -2.22497 3.78215 0.22351 -0.191 -0.266 0.112
H 0.64619 4.20099 -1.01147 -0.087 0.481 0.112
H 1.61326 3.07699 -0.23706 -0.058 -0.141 0.573
H 3.44455 4.33808 -0.33695 -0.042 -0.060 -0.203
H 2.77432 5.72959 0.39739 -0.441 0.275 -0.195
H 2.46528 5.41075 -1.35269 0.350 0.289 0.086
N 1.21539 -6.55903 -3.00554 0.489 -0.668 -0.259
C 0.09511 -5.81292 -2.80822 0.432 0.723 0.300
C 0.46558 -4.78641 -1.96456 -0.856 -0.113 0.599
C 1.80855 -4.97545 -1.59207 0.805 -0.198 -0.728
C 2.27937 -6.07755 -2.28874 -0.680 0.668 0.152
H 1.27595 -7.37244 -3.59132 -0.102 0.034 -0.044
H -0.82990 -6.00481 -3.32092 -0.022 -0.120 0.047
H -0.17885 -4.02929 -1.53961 -0.124 0.067 -0.339
H 2.41209 -4.27515 -1.03687 0.007 -0.148 0.187
H 3.27056 -6.47187 -2.42259 -0.012 -0.148 0.147
N -4.65816 0.43913 -0.36096 -0.420 0.310 1.295
C -5.03991 1.64465 -0.88506 0.216 -0.728 -0.204
C -6.27857 1.45690 -1.44954 -0.078 0.597 0.240
C -6.70087 0.13542 -1.14795 0.156 0.280 0.566
C -5.69534 -0.43818 -0.39536 -0.676 -0.129 -0.821
H -3.86300 0.32629 0.24069 0.300 -0.171 -0.424
H -4.37280 2.47771 -0.74748 -0.091 0.142 -0.458
H -6.86610 2.22933 -1.92053 0.041 -0.078 -0.137
H -7.68474 -0.25835 -1.34027 0.089 -0.206 -0.090
H -5.71527 -1.38482 0.11709 0.412 -0.079 -0.153
N 2.87292 3.90125 -4.69096 -0.186 -0.393 -0.094
C 3.23001 2.89271 -3.84125 0.409 0.718 0.822
C 2.11318 2.46417 -3.16881 0.567 -0.401 -1.212
C 1.01682 3.08185 -3.83000 -0.604 0.277 0.976
C 1.49699 4.02618 -4.70097 0.569 -0.269 0.213
H 3.55446 4.39715 -5.23279 -0.248 0.192 -0.194
H 4.27656 2.67498 -3.69297 -0.059 -0.075 0.031
H 2.14260 1.74575 -2.36768 -0.352 -0.169 -0.119
H -0.01287 2.85959 -3.59043 -0.047 0.269 -0.090
H 1.00797 4.82704 -5.22510 -0.069 -0.179 -0.265
```
Positions in Å, forces in eV/Å.

For the HOMO-LUMO gap, the calculation gives 6.85 eV. Its energy is -1594.65534 a.u.

(3)
A 2-piece molecular cluster, C26H50BrNO8 overall, computed with wB97M-V/def2-TZVPD.

```
86
Properties=species:S:1:pos:R:3:forces:R:3
C 1.83594 1.66798 1.44892 0.038 0.098 -0.130
C 0.66814 2.64040 1.51144 -0.054 -0.153 -0.086
O -0.04285 2.52027 2.73989 -0.092 0.136 -0.002
C -1.24182 1.78489 2.62220 0.075 0.014 0.085
C -1.84424 1.62562 4.01437 0.055 -0.038 -0.077
O -2.60150 0.42257 4.08663 -0.040 0.114 0.097
C -2.10872 -0.54389 4.98875 -0.018 -0.043 -0.185
C -0.78414 -1.15885 4.55351 -0.021 -0.040 0.045
O -0.83697 -1.55830 3.19534 0.178 -0.004 -0.024
C -1.09303 -2.91906 2.96175 -0.256 0.078 -0.027
C -1.18610 -3.17228 1.43589 0.581 -0.412 -0.238
C -2.30407 -4.13837 1.09300 -0.264 0.021 0.185
C -3.75254 -3.64153 1.34141 0.264 0.207 0.113
C -3.95878 -2.16776 1.67426 -0.121 -0.022 -0.090
Br -4.84569 -4.04738 -0.23284 -0.085 -0.102 -0.023
O 0.05005 -3.88367 1.06913 -0.067 0.267 0.478
C 0.99947 -2.91497 0.98137 -0.696 0.079 -0.370
O 2.14427 -3.05384 1.24506 0.690 -0.175 -0.058
O 0.44302 -1.77451 0.54366 -0.024 -0.001 0.432
C -0.99853 -1.91052 0.57355 -0.222 0.016 -0.043
C -1.49654 -1.98232 -0.85380 0.092 -0.100 -0.073
C -1.09039 -0.72537 -1.64373 -0.227 -0.100 -0.072
C -2.29500 0.14799 -1.99126 0.008 -0.227 -0.061
C -1.94709 1.35571 -2.85617 0.069 0.089 0.151
C -0.79640 2.20760 -2.28948 -0.135 0.150 -0.257
C -0.96189 3.72309 -2.49395 0.184 -0.044 0.090
C -0.22503 4.28960 -3.71823 -0.251 0.076 0.025
C 0.26961 5.72743 -3.49760 -0.104 -0.145 0.230
C 1.69793 5.82843 -2.95003 0.090 0.222 -0.087
C 2.72141 4.95091 -3.66158 0.099 0.012 -0.006
O 3.00834 3.82622 -2.84814 -0.348 -0.131 0.016
C 3.51060 2.71405 -3.54995 0.135 -0.010 0.011
H 2.32558 1.61540 2.42104 0.001 0.005 0.004
H 1.52014 0.66775 1.15182 -0.019 -0.059 0.125
H 2.57355 2.01275 0.72106 -0.036 -0.026 -0.035
H -0.02004 2.45250 0.67796 0.070 0.132 0.043
H 1.00918 3.67342 1.42283 0.030 -0.006 0.122
H -1.04758 0.78724 2.21642 0.010 -0.058 0.006
H -1.93937 2.30535 1.95282 -0.007 -0.068 -0.025
H -1.02500 1.63734 4.73845 0.002 -0.082 0.010
H -2.50629 2.45893 4.25722 -0.012 -0.006 -0.015
H -2.00130 -0.11989 5.99517 0.009 -0.071 0.023
H -2.87493 -1.32208 5.02036 -0.021 0.027 0.070
H -0.55566 -2.01204 5.20220 0.038 0.032 0.031
H 0.03983 -0.44825 4.64339 -0.048 0.048 -0.055
H -0.28612 -3.54917 3.35524 0.000 0.027 -0.015
H -2.01965 -3.23992 3.45536 -0.031 0.048 -0.033
H -2.13622 -5.01159 1.72921 -0.015 -0.046 -0.068
H -2.18558 -4.49218 0.07223 0.057 0.153 -0.054
H -4.19002 -4.23929 2.13605 -0.101 -0.035 -0.073
H -5.02084 -1.97794 1.82258 0.004 -0.030 0.059
H -3.63817 -1.51808 0.86268 0.046 0.011 0.007
H -3.43568 -1.87178 2.58366 0.042 0.010 -0.024
H -1.37902 -1.03591 1.09034 -0.024 0.099 -0.033
H -2.58290 -2.09224 -0.86788 0.004 -0.035 0.039
H -1.09583 -2.88652 -1.32054 0.039 0.027 0.019
H -0.61024 -1.02724 -2.57790 0.108 0.072 0.040
H -0.35670 -0.15986 -1.06666 0.058 -0.005 -0.129
H -3.00564 -0.48982 -2.52825 -0.097 0.110 0.027
H -2.80729 0.47245 -1.07687 0.108 0.027 0.045
H -1.69766 1.00199 -3.86089 -0.006 0.081 -0.020
H -2.83452 1.98717 -2.95076 -0.033 -0.074 -0.067
H -0.67357 2.00609 -1.22205 -0.122 -0.036 -0.068
H 0.13686 1.90896 -2.77458 0.087 -0.089 0.234
H -2.02527 3.96875 -2.56576 0.009 0.052 0.080
H -0.59426 4.23944 -1.60173 0.076 -0.022 -0.017
H 0.60707 3.62136 -3.94947 0.025 0.090 -0.080
H -0.88998 4.28248 -4.58542 0.026 -0.144 -0.014
H -0.39804 6.19201 -2.76475 -0.030 0.135 -0.124
H 0.17094 6.32221 -4.40820 0.138 -0.105 -0.079
H 2.02737 6.86779 -3.02161 -0.080 0.026 0.072
H 1.71820 5.57606 -1.88742 0.046 -0.098 -0.030
H 2.32843 4.60490 -4.62646 0.031 0.078 -0.030
H 3.64217 5.50992 -3.86872 0.029 -0.048 0.032
H 3.32402 1.82652 -2.94602 0.033 0.023 0.032
H 4.58973 2.79770 -3.72241 -0.020 0.029 -0.068
H 3.00808 2.59043 -4.51663 -0.002 -0.005 0.014
O 6.23833 -5.20607 1.03304 0.008 -0.012 -0.011
C 5.37148 -5.50391 0.23295 0.006 -0.018 -0.010
N 4.08749 -5.09102 0.36470 0.084 -0.044 0.120
C 5.66998 -6.36455 -0.97642 -0.099 0.003 -0.025
H 3.37540 -5.33324 -0.29716 0.020 0.015 -0.019
H 3.83569 -4.49809 1.13967 -0.044 0.037 -0.100
H 6.06672 -7.31906 -0.63491 0.034 0.012 0.003
H 6.43571 -5.87242 -1.57347 0.028 -0.010 0.021
H 4.79397 -6.54485 -1.59889 0.012 -0.007 -0.006
```
Positions in Å, forces in eV/Å.

For the HOMO-LUMO gap, the calculation gives 9.68 eV. As for the SMILES: CCOCCOCCOC[C@]1(C[C@@H](C)Br)OC(=O)O[C@H]1CCCCCCCCCCOC.CC(N)=O. Its energy is -4251.34549 a.u.

- Among the records above, which one has the lowest energy?
  C26H50BrNO8

- What is the energy in the first record?
  -2924.55740 a.u.

- Which value of energy does entry 1 give?
  -2924.55740 a.u.